A 2-piece molecular cluster, C4H6O2 overall in a non-equilibrium geometry, computed with wB97M-V/def2-TZVPD.

Results
E_LUMO (eV): -0.265
E_tot (eV): -8334.415
Energy relative to the best compared isomer or geometry (same formula, charge and spin) (kJ/mol): 583.4
2S+1: 1
Gap between HOMO and LUMO (hartree): 0.3434

Geometry (Å):
C 0.43 -1.18 0.99
C -0.09 -0.46 -0.42
C -1.11 0.65 -0.40
C 0.13 1.62 -0.68
H 1.30 -1.71 0.78
H 0.79 -0.51 2.00
H -0.40 -2.05 1.50
H -1.95 0.56 -1.26
H -1.35 0.53 0.77
H 0.91 1.38 -2.04
O 0.65 -0.85 -1.51
O 0.70 2.03 0.27

---

A single C4H6O2 molecule, computed with wB97M-V/def2-TZVPD.

Results
E_LUMO (eV): 0.549
E_tot (eV): -8336.929
Energy relative to the best compared isomer or geometry (same formula, charge and spin) (kJ/mol): 340.8
2S+1: 1
Gap between HOMO and LUMO (hartree): 0.3531

Geometry (Å):
C -1.69 -0.26 0.31
C -0.31 -0.27 0.97
C 0.82 0.20 0.13
O 0.54 0.48 -1.10
C 2.05 0.48 -1.19
O 2.63 -0.41 -1.73
H -1.98 0.76 0.03
H -1.70 -0.87 -0.60
H -2.45 -0.64 1.00
H -0.02 -1.29 1.28
H -0.28 0.31 1.90
H 2.39 1.50 -0.98

---

What did the first record say?
A 2-piece molecular cluster, C4H6O2 overall in a non-equilibrium geometry, computed with wB97M-V/def2-TZVPD.

Results
E_LUMO (eV): -0.265
E_tot (eV): -8334.415
Energy relative to the best compared isomer or geometry (same formula, charge and spin) (kJ/mol): 583.4
2S+1: 1
Gap between HOMO and LUMO (hartree): 0.3434

Geometry (Å):
C 0.43 -1.18 0.99
C -0.09 -0.46 -0.42
C -1.11 0.65 -0.40
C 0.13 1.62 -0.68
H 1.30 -1.71 0.78
H 0.79 -0.51 2.00
H -0.40 -2.05 1.50
H -1.95 0.56 -1.26
H -1.35 0.53 0.77
H 0.91 1.38 -2.04
O 0.65 -0.85 -1.51
O 0.70 2.03 0.27

---

> Among the records above, which one has the lowest energy relative to the best compared isomer or geometry (same formula, charge and spin)?

number 2

---

What did the second record say?
A single C4H6O2 molecule, computed with wB97M-V/def2-TZVPD.

Results
E_LUMO (eV): 0.549
E_tot (eV): -8336.929
Energy relative to the best compared isomer or geometry (same formula, charge and spin) (kJ/mol): 340.8
2S+1: 1
Gap between HOMO and LUMO (hartree): 0.3531

Geometry (Å):
C -1.69 -0.26 0.31
C -0.31 -0.27 0.97
C 0.82 0.20 0.13
O 0.54 0.48 -1.10
C 2.05 0.48 -1.19
O 2.63 -0.41 -1.73
H -1.98 0.76 0.03
H -1.70 -0.87 -0.60
H -2.45 -0.64 1.00
H -0.02 -1.29 1.28
H -0.28 0.31 1.90
H 2.39 1.50 -0.98